The following is a quantum chemistry calculation of a cluster of 6 separate species, C31H51BNO16 in total in a non-equilibrium geometry, from the OMol25 dataset.

Energy, eV: -67894.7082
HOMO, eV: -11.8
Gap between HOMO and LUMO, Eh: 0.3610
Net charge: +1

Atoms and positions in Å:
C  0.37  2.36  0.51
H  0.39  3.34  0.04
H  0.19  -2.54  2.68
O  0.90  -4.47  7.46
H  -1.98  2.50  -1.24
O  0.55  -2.01  -2.62
H  -2.38  0.09  -1.54
H  -2.26  2.34  0.49
H  6.44  2.27  2.14
H  -4.39  -1.74  2.15
C  -4.86  1.05  1.39
H  8.06  2.70  -3.98
O  10.36  2.28  -2.43
C  -3.57  0.26  1.75
H  -0.14  -4.47  9.24
O  4.02  2.88  0.11
H  -2.46  -3.35  2.84
C  4.99  2.30  -0.64
H  -6.01  -0.23  -8.75
C  0.01  -5.12  8.38
N  -0.48  1.42  -0.31
H  -5.83  -0.71  0.47
H  0.71  -0.14  0.57
H  -3.62  -1.02  -9.91
O  0.06  0.13  -3.10
H  -2.15  -5.23  8.14
C  -0.13  0.85  -4.34
C  0.86  1.55  2.96
H  9.16  0.73  -3.13
H  -1.69  0.24  5.25
O  -2.79  1.13  -6.35
C  -3.98  -0.89  2.69
H  -0.37  -0.09  -6.28
H  -0.10  1.50  -1.26
H  -6.81  0.77  0.56
C  5.96  2.81  1.33
H  0.43  -6.06  8.71
H  -4.95  0.96  -9.53
O  -2.85  -0.26  -8.12
C  -3.40  0.61  -7.24
H  -3.81  0.98  -0.96
C  4.47  2.88  1.46
H  0.05  3.43  2.31
C  -1.54  -3.92  2.76
H  4.13  3.77  1.98
C  10.08  3.61  -2.28
H  -2.94  0.91  2.36
H  8.90  1.20  -1.44
H  -5.13  1.60  2.29
C  -0.66  -0.23  -5.25
H  -4.71  1.80  0.62
H  -6.55  -0.15  2.01
O  -4.71  0.81  -7.49
C  -0.47  -3.08  2.00
H  1.57  2.23  3.43
H  6.42  3.80  1.25
H  -1.74  -4.82  2.18
O  6.13  2.11  0.08
C  0.21  -1.19  -3.41
O  -0.08  -1.42  -4.70
O  0.57  -3.06  5.73
H  -1.23  -0.36  2.04
H  -3.12  -1.26  3.26
H  4.05  2.00  1.96
B  -1.10  -2.19  0.86
O  -1.16  -4.18  6.64
H  -4.20  -1.79  -8.42
C  -0.04  2.39  1.99
H  -0.21  -0.60  -0.82
C  -0.25  0.00  0.09
C  -1.32  -0.60  0.98
H  -0.82  1.67  -4.21
C  0.01  1.01  4.00
H  -1.13  -4.24  3.71
C  -2.82  0.62  -0.69
O  10.89  4.44  -2.05
H  -0.67  -3.06  -0.82
H  -4.72  -0.52  3.40
C  -1.90  1.82  -0.40
C  -1.24  -5.28  7.55
H  -3.30  -1.25  0.27
H  0.17  -3.81  1.48
C  -5.01  0.20  -8.75
H  7.15  2.50  -2.46
C  -0.80  0.55  4.78
O  4.86  2.00  -1.78
H  0.84  1.24  -4.67
C  0.15  -3.83  6.53
H  -1.07  2.11  2.18
H  -1.25  -6.21  6.98
H  1.37  1.94  0.45
O  -1.46  -2.82  -0.33
C  -2.81  -0.31  0.53
C  8.14  2.64  -2.89
H  1.42  0.77  2.44
C  9.12  1.57  -2.45
C  -6.08  0.15  1.08
O  8.75  3.84  -2.41
C  -3.92  -0.84  -8.88
H  -1.74  -0.31  -5.20